Record 1
{
  "formula": "C3H9N2O",
  "method": "ωB97M-V/def2-TZVPD",
  "molar_mass_g_mol": 89.12,
  "de_lowest_kcal_mol": 12.8,
  "total_energy_ha": -304.44556,
  "homo_lumo_gap_ev": 6.8,
  "total_charge": -1,
  "symbols": ["C", "O", "C", "H", "H", "H", "H", "H", "N", "C", "N", "H", "H", "H", "H"],
  "positions_angstrom": [[-1.366431, -0.659849, -1.164164], [-0.287139, -0.651438, -0.344085], [-2.648146, -1.132415, -0.454326], [-1.227602, -1.324589, -2.055268], [-1.594065, 0.347546, -1.597214], [-3.530574, -1.155234, -1.113548], [-2.847572, -0.470167, 0.390718], [-2.480010, -2.132633, -0.054982], [3.218849, 1.188938, 1.443597], [2.025957, 0.791881, 0.829192], [1.044889, 1.561362, 0.694065], [3.312296, 2.190252, 1.526661], [4.061490, 0.732215, 1.133983], [2.011290, -0.253108, 0.512178], [0.306766, 0.967239, 0.253193]],
  "forces_ev_per_a": [[0.30, -0.02, 0.16], [-0.13, 0.06, -0.09], [-0.06, 0.04, -0.07], [-0.09, 0.00, -0.06], [-0.07, 0.01, -0.07], [0.08, 0.03, 0.02], [-0.05, 0.03, 0.03], [-0.01, -0.12, 0.04], [0.19, 0.05, 0.24], [0.27, -0.08, -0.01], [-0.21, 0.17, -0.09], [-0.04, 0.02, -0.05], [-0.09, -0.03, -0.07], [-0.08, -0.05, -0.03], [-0.02, -0.10, 0.07]]
}

Record 2
{
  "formula": "C7H6N4O2",
  "method": "ωB97M-V/def2-TZVPD",
  "smiles": "ON/C=N/c1cccc2nonc12",
  "molar_mass_g_mol": 178.15,
  "de_lowest_kcal_mol": 73.4,
  "total_energy_ha": -639.68350,
  "homo_lumo_gap_ev": 7.1,
  "total_charge": 0,
  "symbols": ["C", "C", "C", "C", "C", "C", "C", "H", "H", "H", "H", "H", "H", "N", "N", "N", "N", "O", "O"],
  "positions_angstrom": [[2.062431, 0.156530, -0.031292], [-0.105945, -0.620857, -0.065047], [-0.960478, -1.817416, -0.046446], [-2.351597, -1.639096, 0.049534], [-2.991263, -0.376316, 0.124554], [-2.178323, 0.789792, 0.011376], [-0.692684, 0.666171, -0.037771], [4.504008, 1.452814, -0.351862], [3.698235, -0.965964, -0.076802], [1.762746, 1.113998, 0.405201], [-0.487316, -2.767142, 0.047407], [-3.001081, -2.479085, 0.106050], [-4.067579, -0.271475, 0.216071], [3.391793, -0.012990, -0.302900], [1.271164, -0.854128, -0.181389], [-2.499500, 2.058401, -0.054980], [-0.251248, 1.902149, -0.112217], [4.214239, 0.905196, 0.367801], [-1.317609, 2.759425, -0.067295]],
  "forces_ev_per_a": [[-0.83, -1.03, 0.69], [-0.18, -3.77, -0.17], [1.64, 4.53, 0.39], [-1.38, 2.54, 0.35], [0.91, -1.43, -0.54], [1.45, -0.49, 0.06], [-3.31, 1.37, -0.18], [0.51, 0.58, -0.37], [-0.02, 0.45, -0.39], [0.24, 0.02, -0.52], [0.26, -0.46, -0.30], [-0.28, -0.70, 0.05], [0.19, -0.17, -0.05], [0.11, -0.67, 0.42], [0.12, 1.06, -0.05], [0.17, 0.18, 0.53], [0.70, 0.43, 0.27], [-0.23, -0.25, 0.29], [-0.05, -2.21, -0.49]]
}

Repeat the second record exactly.
{
  "formula": "C7H6N4O2",
  "method": "ωB97M-V/def2-TZVPD",
  "smiles": "ON/C=N/c1cccc2nonc12",
  "molar_mass_g_mol": 178.15,
  "de_lowest_kcal_mol": 73.4,
  "total_energy_ha": -639.68350,
  "homo_lumo_gap_ev": 7.1,
  "total_charge": 0,
  "symbols": ["C", "C", "C", "C", "C", "C", "C", "H", "H", "H", "H", "H", "H", "N", "N", "N", "N", "O", "O"],
  "positions_angstrom": [[2.062431, 0.156530, -0.031292], [-0.105945, -0.620857, -0.065047], [-0.960478, -1.817416, -0.046446], [-2.351597, -1.639096, 0.049534], [-2.991263, -0.376316, 0.124554], [-2.178323, 0.789792, 0.011376], [-0.692684, 0.666171, -0.037771], [4.504008, 1.452814, -0.351862], [3.698235, -0.965964, -0.076802], [1.762746, 1.113998, 0.405201], [-0.487316, -2.767142, 0.047407], [-3.001081, -2.479085, 0.106050], [-4.067579, -0.271475, 0.216071], [3.391793, -0.012990, -0.302900], [1.271164, -0.854128, -0.181389], [-2.499500, 2.058401, -0.054980], [-0.251248, 1.902149, -0.112217], [4.214239, 0.905196, 0.367801], [-1.317609, 2.759425, -0.067295]],
  "forces_ev_per_a": [[-0.83, -1.03, 0.69], [-0.18, -3.77, -0.17], [1.64, 4.53, 0.39], [-1.38, 2.54, 0.35], [0.91, -1.43, -0.54], [1.45, -0.49, 0.06], [-3.31, 1.37, -0.18], [0.51, 0.58, -0.37], [-0.02, 0.45, -0.39], [0.24, 0.02, -0.52], [0.26, -0.46, -0.30], [-0.28, -0.70, 0.05], [0.19, -0.17, -0.05], [0.11, -0.67, 0.42], [0.12, 1.06, -0.05], [0.17, 0.18, 0.53], [0.70, 0.43, 0.27], [-0.23, -0.25, 0.29], [-0.05, -2.21, -0.49]]
}